{"formula": "C35H39NOS4SiSn", "method": "ωB97M-V/def2-TZVPD", "e_lumo_ev": -0.2972, "total_charge": 0, "e_above_lowest_kj_mol": 26.5, "homo_lumo_gap_ha": 0.2658, "homo_ev": -7.53, "total_energy_ha": -3583.75264, "symbols": ["Sn", "S", "C", "C", "C", "C", "C", "C", "N", "C", "C", "C", "C", "C", "C", "C", "H", "H", "H", "H", "H", "H", "H", "H", "C", "C", "S", "C", "C", "S", "C", "C", "S", "H", "H", "H", "H", "H", "H", "H", "H", "H", "H", "H", "H", "C", "C", "C", "C", "Si", "O", "C", "C", "C", "C", "C", "C", "C", "C", "C", "C", "C", "C", "H", "H", "H", "H", "H", "H", "H", "H", "H", "H", "H", "H", "H", "H", "H", "H", "H", "H", "H"], "xyz": [[1.6668, -0.0653, -1.3552], [-0.2752, 2.9021, -4.5618], [0.2842, 3.9170, -3.2591], [0.1565, 5.2853, -3.0822], [0.6601, 5.8372, -1.9197], [1.2911, 5.0486, -0.9575], [1.4329, 3.6915, -1.1354], [0.9235, 3.1198, -2.2952], [0.9613, 1.7987, -2.6105], [0.3756, 1.5143, -3.7386], [0.2662, 0.1635, -4.2095], [-0.3503, -0.1423, -5.4236], [-0.4770, -1.4598, -5.8089], [0.0136, -2.4620, -4.9847], [0.6361, -2.1478, -3.7857], [0.7820, -0.8343, -3.3564], [-0.3271, 5.8949, -3.8279], [0.5607, 6.8970, -1.7466], [1.6708, 5.5099, -0.0600], [1.9110, 3.0561, -0.4018], [-0.7273, 0.6550, -6.0486], [-0.9544, -1.7086, -6.7454], [-0.0901, -3.4956, -5.2862], [1.0156, -2.9470, -3.1577], [2.3175, -2.5644, 2.9513], [3.2021, -3.1889, 1.8839], [3.3117, -2.2626, 0.3071], [4.8936, -1.3577, 0.3716], [5.0079, -0.2894, 1.4375], [3.6453, 0.9333, 1.3961], [3.3531, 1.1926, 3.1815], [2.4538, 0.1682, 3.8484], [3.2204, -1.4731, 4.1094], [1.8986, -3.3610, 3.5687], [1.5023, -1.9905, 2.5131], [2.7794, -4.1480, 1.5768], [4.2134, -3.3431, 2.2558], [4.9661, -0.9223, -0.6258], [5.6913, -2.0927, 0.4911], [5.9366, 0.2672, 1.2912], [5.0015, -0.7401, 2.4271], [2.8645, 2.1665, 3.2349], [4.3248, 1.2532, 3.6734], [1.5415, 0.0241, 3.2727], [2.1980, 0.5254, 4.8490], [-4.2456, 0.7428, -0.2120], [-2.8447, 0.6384, -0.8156], [-2.2901, 2.0532, -0.9614], [-2.9220, 0.0117, -2.2048], [-1.6098, -0.3695, 0.2664], [-0.1294, -0.2308, -0.3149], [-1.9966, -2.2194, 0.4718], [-3.2155, -2.8181, 0.1797], [-3.4284, -4.1679, 0.4032], [-2.4246, -4.9549, 0.9378], [-1.1975, -4.3811, 1.2251], [-0.9953, -3.0344, 0.9890], [-1.6149, 0.3616, 2.0260], [-0.7156, 1.3612, 2.3800], [-0.7288, 1.9285, 3.6430], [-1.6474, 1.4976, 4.5861], [-2.5421, 0.4935, 4.2565], [-2.5237, -0.0649, 2.9901], [-4.8887, 1.3452, -0.8574], [-4.2038, 1.2161, 0.7682], [-4.7072, -0.2349, -0.0964], [-2.8866, 2.6390, -1.6632], [-1.2682, 2.0113, -1.3247], [-2.2837, 2.5674, -0.0033], [-3.5169, 0.6275, -2.8821], [-3.3656, -0.9793, -2.1625], [-1.9208, -0.0898, -2.6175], [-4.0202, -2.2279, -0.2340], [-4.3867, -4.6083, 0.1658], [-2.5941, -6.0071, 1.1199], [-0.4049, -4.9899, 1.6388], [-0.0310, -2.5951, 1.1981], [0.0024, 1.6979, 1.6422], [-0.0309, 2.7151, 3.8982], [-1.6621, 1.9355, 5.5750], [-3.2594, 0.1507, 4.9898], [-3.2292, -0.8458, 2.7424]], "forces_ev_per_angstrom": [[-0.767, -0.188, -0.567], [0.128, 0.049, 0.222], [0.097, -0.296, 0.065], [-0.014, 0.026, 0.032], [-0.035, 0.062, -0.077], [0.014, -0.003, 0.048], [-0.001, -0.145, 0.044], [-0.155, 0.967, -0.172], [-0.188, -0.927, 0.005], [-0.010, 0.914, 0.096], [0.063, -1.017, -0.120], [0.125, 0.177, 0.217], [-0.038, -0.051, -0.096], [0.018, -0.102, -0.064], [0.182, -0.013, 0.270], [-0.148, 0.369, 0.376], [-0.077, 0.118, -0.061], [-0.011, 0.128, -0.023], [0.045, 0.065, 0.106], [0.085, 0.030, 0.084], [-0.083, 0.035, -0.149], [-0.038, -0.017, -0.049], [-0.006, -0.061, 0.005], [-0.046, -0.090, -0.058], [0.220, 0.182, 0.336], [0.062, 0.204, -0.534], [0.149, -0.291, 0.311], [-0.521, -0.234, 0.045], [-0.071, 0.421, 0.062], [-0.004, -0.062, 0.441], [0.138, -0.152, -0.436], [0.234, -0.272, 0.139], [-0.297, 0.047, -0.075], [-0.093, 0.037, -0.058], [-0.001, -0.053, 0.035], [0.113, -0.038, 0.114], [0.032, -0.193, 0.023], [0.063, -0.043, -0.039], [0.054, 0.082, -0.069], [0.055, -0.145, 0.059], [0.071, 0.036, -0.045], [0.093, 0.081, 0.059], [-0.065, 0.126, 0.101], [-0.071, 0.047, 0.091], [-0.139, 0.021, -0.101], [0.221, -0.123, 0.101], [-0.108, -0.215, 0.126], [0.223, -0.179, 0.196], [0.160, -0.126, 0.180], [-0.381, 0.167, 0.322], [1.268, 0.245, -0.700], [-0.188, 0.534, -0.193], [-0.132, 0.073, -0.050], [-0.199, -0.175, 0.011], [-0.020, -0.050, -0.045], [0.073, -0.127, 0.087], [0.228, 0.086, 0.014], [-0.098, -0.274, -0.485], [0.082, 0.102, -0.153], [0.040, 0.143, 0.108], [0.053, 0.002, 0.065], [-0.151, -0.033, 0.150], [-0.042, -0.009, -0.037], [-0.069, 0.059, -0.047], [-0.092, 0.047, 0.108], [-0.162, -0.084, 0.037], [-0.111, 0.032, -0.073], [0.173, 0.133, -0.108], [0.024, 0.175, 0.145], [-0.080, 0.085, -0.063], [-0.085, -0.192, -0.106], [0.102, -0.066, -0.210], [-0.097, 0.033, -0.045], [-0.076, -0.024, -0.026], [-0.005, -0.048, 0.010], [0.085, -0.015, 0.016], [0.152, 0.027, 0.041], [0.112, 0.057, -0.047], [0.074, 0.045, -0.011], [0.001, 0.029, 0.034], [-0.037, -0.035, 0.039], [-0.098, -0.133, 0.018]]}